Density functional theory data (ωB97M-V/def2-TZVPD) for C4H12N2O in the gas phase.

Output
**Energy above the lowest of the compared OMol25 structures with the same formula, charge and spin**: 33.5 kcal/mol
**SMILES**: NC[C@H](N)CCO
**Orbital gap**: 9.945 eV
**E_HOMO**: -8.9111 eV

Last column: Mulliken charge in e.
Element x y z (Å)
N (1.5237, -0.7173, 1.6514)  -0.6081
C (0.1801, -0.7022, 1.0714)  -0.6681
C (-0.1989, 0.7126, 0.4834)  0.1670
N (-1.2335, 1.4345, 1.2179)  -0.7369
C (-0.6127, 0.6233, -0.9705)  -0.7847
C (0.4405, -0.0408, -1.8687)  -0.4881
O (0.0655, -1.3138, -2.3618)  -0.5196
H (2.1947, -1.0824, 0.9875)  0.2405
H (1.5366, -1.3170, 2.4664)  0.2222
H (0.0143, -1.4503, 0.2992)  0.2705
H (-0.5338, -0.8823, 1.8676)  0.4493
H (0.7305, 1.2852, 0.5865)  0.2946
H (-0.9260, 1.7396, 2.1379)  0.2763
H (-2.0415, 0.8447, 1.4198)  0.2474
H (-0.8138, 1.6266, -1.3330)  0.3241
H (-1.5535, 0.0748, -1.0919)  0.3849
H (1.3671, -0.1795, -1.3093)  0.2673
H (0.7383, 0.6285, -2.6812)  0.3243
H (-0.8776, -1.2845, -2.5728)  0.3370